Formula: C4H4O
Source: the Open Molecules 2025 dataset
Level of theory: the ωB97M-V functional and the def2-TZVPD basis

Values from the calculation:
LUMO = 0.036 Eh
Orbital gap = 10.278 eV
Total charge = 0
Relative energy (zero: lowest compared OMol25 entry of this formula, charge and spin) = 316.7 kJ/mol
E_HOMO = -0.3419 Ha
2S+1 = 1

Each line ends with the natural charge from an NBO analysis.
CARTESIAN COORDINATES (ANGSTROEM)
C (0.74, 0.51, 1.41)  -0.464
H (0.55, 0.31, -0.51)  0.165
H (0.33, 0.23, 2.41)  0.201
H (1.68, 1.07, 1.43)  0.228
O (-1.04, -0.62, 0.18)  -0.462
C (-1.53, -0.73, -1.04)  0.313
C (0.08, 0.11, 0.34)  0.140
H (-2.38, -1.34, -3.00)  0.241
C (-1.85, -0.91, -2.20)  -0.361